Computed, not measured: 13 unconnected molecules or ions with the total composition C27H39F7N6O33, with ωB97M-V with the def2-TZVPD basis set.

Output
net charge = 0
maximum force = 6.743 eV/Å
LUMO level = -0.893 eV

Geometry as XYZ:
```
112
C27H39F7N6O33, DFT ωB97M-V with the def2-TZVPD basis set
C -3.00 -12.97 21.81
N -1.86 -12.47 21.02
O -2.08 -12.26 19.81
O -0.82 -12.08 21.55
H -2.77 -13.92 22.30
H -3.82 -13.16 21.11
H -3.23 -12.15 22.49
C 1.38 -10.20 18.82
N 2.11 -9.13 19.52
O 3.03 -8.55 18.90
O 1.71 -8.84 20.65
H 1.96 -11.10 19.04
H 1.45 -9.99 17.76
H 0.37 -10.20 19.23
C 2.73 -14.44 17.98
N 2.34 -15.48 17.03
O 3.08 -16.43 16.88
O 1.23 -15.37 16.61
H 3.64 -13.92 17.68
H 2.98 -15.01 18.87
H 2.01 -13.67 18.26
C -1.53 -15.73 18.97
N -1.15 -16.48 20.22
O -1.81 -16.12 21.15
O -0.41 -17.45 20.21
H -1.80 -16.39 18.15
H -0.70 -15.12 18.61
H -2.39 -15.12 19.25
C -3.37 -14.09 13.44
N -1.95 -13.96 13.89
O -1.20 -13.44 13.07
O -1.63 -14.34 15.04
H -3.60 -15.14 13.30
H -3.51 -13.58 12.49
H -4.04 -13.67 14.19
C 1.76 -12.59 14.13
N 1.24 -12.03 15.43
O 0.13 -11.56 15.51
O 1.97 -12.13 16.41
H 1.39 -12.06 13.25
H 1.57 -13.66 14.14
H 2.78 -12.20 14.03
C 4.99 -17.08 21.71
C 4.26 -17.04 20.36
O 5.10 -16.15 19.67
C 5.72 -15.32 20.52
O 6.41 -14.33 20.28
O 5.57 -15.76 21.76
F 3.08 -16.41 20.59
H 5.85 -17.74 21.63
H 4.22 -17.29 22.45
H 4.04 -18.06 20.05
C 2.27 -20.11 17.01
C 3.45 -19.95 16.08
O 3.05 -20.66 14.88
C 2.16 -21.61 15.29
O 1.76 -22.56 14.68
O 1.76 -21.32 16.55
F 4.51 -20.58 16.52
H 1.50 -19.35 16.88
H 2.70 -20.06 18.01
H 3.68 -18.90 15.89
C -0.18 -17.16 12.99
C 0.93 -18.25 13.21
O 0.58 -18.89 14.40
C -0.63 -18.57 14.78
O -1.13 -18.88 15.89
O -1.03 -17.47 14.03
F 2.12 -17.62 13.38
H -0.52 -17.10 11.95
H 0.33 -16.21 13.16
H 0.88 -18.90 12.33
C 2.16 -12.36 23.35
C 2.14 -13.17 22.15
O 3.03 -14.21 22.46
C 3.56 -14.07 23.71
O 4.18 -14.94 24.28
O 3.17 -12.90 24.18
F 2.56 -12.62 21.04
H 1.16 -12.39 23.78
H 2.33 -11.30 23.13
H 1.15 -13.56 21.92
C 6.21 -10.92 21.36
C 5.29 -9.89 20.89
O 6.13 -8.74 21.11
C 6.96 -8.93 22.06
O 7.63 -8.00 22.64
O 6.96 -10.23 22.36
F 4.28 -9.83 21.77
H 6.80 -11.25 20.51
H 5.73 -11.77 21.85
H 4.86 -10.04 19.90
C 6.40 -12.36 15.56
C 6.93 -13.72 15.89
O 6.35 -14.48 14.87
C 5.27 -13.91 14.35
O 4.54 -14.41 13.43
O 5.17 -12.68 14.93
F 6.42 -14.08 17.10
H 7.08 -11.89 14.86
H 6.13 -11.68 16.37
H 8.02 -13.70 15.84
C 6.63 -17.49 13.66
C 6.11 -18.87 13.48
O 6.87 -19.65 14.30
C 8.04 -18.95 14.55
O 8.99 -19.37 15.17
O 7.93 -17.75 13.99
F 6.05 -19.26 12.22
H 6.12 -16.96 14.47
H 6.48 -16.82 12.82
H 5.08 -19.00 13.82
```